Entry 1:
The following is a quantum chemistry calculation of a structure of composition C23H38N7OP2Ti in a non-equilibrium geometry, from the OMol25 dataset.

The geometry in ORCA input format:
```
! RIJCOSX wB97M-V def2-TZVPD def2/J DEFGRID3
* xyz 3 1
Ti 0.88204 -1.34886 -0.48875
C 3.34686 1.37502 -0.10410
P 1.88422 0.52596 0.68406
C 0.61826 1.82050 0.47770
N 1.16184 3.07159 0.53089
C 0.25305 4.07910 0.80136
C 0.66396 5.37365 1.04842
C -0.27095 6.37503 1.18585
C -1.66151 6.18363 1.09248
C -2.11574 4.92669 0.77653
C -1.20836 3.84715 0.64016
N -1.66419 2.53517 0.37719
C -0.71756 1.60439 0.28388
P -1.35558 0.05230 -0.39288
C -2.70652 -0.42801 0.74802
C -2.25808 0.58134 -2.04262
C -3.67889 1.06236 -1.72417
C -1.43139 1.64631 -2.68490
C -2.34539 -0.62931 -3.01416
C 2.08434 0.36247 2.52142
C 3.48067 -0.27245 2.80644
C 2.05663 1.74590 3.14250
C 0.95842 -0.48286 3.05606
H 4.23665 0.80413 -0.02093
H 3.43811 2.39971 0.31207
H 3.01604 1.57405 -1.15367
H 1.69277 5.67900 1.14419
H 0.10372 7.35449 1.38716
H -2.32610 7.01512 1.21585
H -3.17855 4.71298 0.58449
H -3.28954 0.40909 1.09542
H -2.22163 -0.96273 1.58552
H -3.32344 -1.24729 0.34605
H -3.61777 1.67144 -0.82530
H -4.35921 0.16158 -1.60702
H -4.03110 1.68460 -2.58577
H -1.20499 2.49363 -2.05912
H -2.00652 2.11718 -3.53919
H -0.51697 1.22712 -3.14537
H -2.87322 -1.48443 -2.54323
H -1.38240 -0.95035 -3.32644
H -2.93725 -0.33257 -3.92199
H 4.34259 0.43438 2.66919
H 3.63811 -1.17241 2.14880
H 3.48527 -0.71926 3.79246
H 2.67970 2.45491 2.54003
H 2.53623 1.74453 4.16006
H 1.02945 2.17314 3.20764
H 1.02042 -1.51107 2.67581
H 0.01051 -0.09506 2.75005
H 1.03277 -0.41137 4.15884
N 2.71030 -2.30204 -3.95326
C 2.44602 -2.12481 -2.66983
O 1.46353 -1.34837 -2.29548
C 3.20434 -2.77323 -1.55955
C 2.50839 -2.60673 -0.21278
H 2.02255 -1.93801 -4.60660
H 3.36540 -3.03782 -4.28145
H 4.24677 -2.43520 -1.65470
H 3.29531 -3.84938 -1.84285
H 3.07342 -1.99826 0.53536
H 2.24651 -3.56249 0.21193
N -3.66396 -5.88218 0.40764
C -2.42096 -5.41414 0.20857
N -1.58441 -6.16398 -0.57211
N -2.08583 -4.27738 0.85369
C -1.01747 -3.62799 0.62732
N -0.17765 -2.76677 0.45005
H -3.82550 -6.79431 0.05533
H -4.27223 -5.34889 1.06958
H -1.90451 -7.07158 -0.91003
H -0.59979 -5.90805 -0.62781
*
```

The value obtained for the energy relative to the best compared isomer or geometry (same formula, charge and spin) is 8.5 kcal per mole. For the highest occupied orbital energy, the calculation gives -16.16 eV. The calculation puts the molar mass at 538.42 Da. The value obtained for the total energy is -2889.03729 a.u. Its LUMO energy is -10.0 eV. For the orbital gap, the calculation gives 6.14 eV.



Entry 2:
The following is a quantum chemistry calculation of a structure of composition C11H43AsF6O10 in a non-equilibrium geometry, from the OMol25 dataset.

The geometry in ORCA input format:
```
! RIJCOSX wB97M-V def2-TZVPD def2/J DEFGRID3
* xyz -1 2
O 20.15075 12.29157 -25.34398
H 20.51567 13.15043 -25.11862
H 19.21212 12.27023 -25.14369
H 20.21225 12.05050 -26.27119
As 20.86750 12.92923 -21.25407
F 22.08585 12.14625 -22.15991
F 21.47539 14.52165 -21.82305
F 19.58454 13.79453 -20.35288
F 20.19170 11.29871 -20.63677
F 21.80040 13.01414 -19.72055
F 19.80441 12.77292 -22.74265
C 20.41820 9.43112 -22.99167
C 20.10767 9.09061 -24.51614
C 20.20612 7.61779 -24.92496
O 18.82422 9.69188 -24.88530
H 19.91337 8.72807 -22.32912
H 20.00302 10.40823 -22.74475
H 21.46706 9.55155 -22.72057
H 20.84389 9.62875 -25.11320
H 19.45805 7.00656 -24.42009
H 21.20925 7.32549 -24.61449
H 20.10031 7.42826 -25.99312
H 18.43160 9.12890 -25.55648
C 21.83330 15.43858 -25.06599
O 22.23634 14.14572 -25.14392
H 22.53285 16.04895 -25.63711
H 20.77053 15.49633 -25.30110
H 21.97175 15.68163 -24.01249
H 23.05763 13.92246 -24.69981
C 16.93349 11.28220 -21.64608
O 17.59149 10.24455 -20.99113
H 15.90839 11.16245 -21.99670
H 16.75971 12.02078 -20.86352
H 17.53674 11.70034 -22.45191
H 18.44671 10.58823 -20.72264
C 20.58324 8.87348 -18.29595
O 21.23467 7.61801 -18.29421
H 21.02334 9.46074 -19.10190
H 19.49401 8.86564 -18.33614
H 20.95598 9.39439 -17.41401
H 21.76234 7.43153 -19.07420
C 24.43995 10.67365 -19.96598
O 23.69682 10.04612 -20.96073
H 25.50982 10.46942 -20.00805
H 24.11052 11.70158 -20.11739
H 24.05417 10.32792 -19.00694
H 22.78294 10.33980 -20.97405
C 20.09896 14.18670 -16.56648
O 19.87371 13.20096 -17.57434
H 19.57173 14.13251 -15.61401
H 21.15853 14.39686 -16.42070
H 19.57289 15.04302 -16.98846
H 20.01818 13.60543 -18.43290
C 17.74363 15.45336 -22.88490
O 17.11465 15.63982 -24.17785
H 17.93896 14.38120 -22.86439
H 18.73689 15.89805 -22.82341
H 17.10650 15.72946 -22.04469
H 16.99259 16.58598 -24.28505
C 25.05671 13.96789 -18.55862
O 23.86592 14.68656 -18.79597
H 25.63479 14.39424 -17.73877
H 24.87363 12.93374 -18.26689
H 25.80428 13.95120 -19.35169
H 23.23934 14.08771 -19.20873
C 25.26815 12.68014 -22.92336
O 25.02513 13.28899 -24.14845
H 26.29628 12.79799 -22.58107
H 24.59186 13.04687 -22.15119
H 25.26230 11.61278 -23.14430
H 25.70126 13.92303 -24.39833
*
```

For the highest occupied orbital energy (spin up / spin down), the calculation gives -1.08 / -7.08 eV. The calculation puts the molar mass at 524.37 Da. The value obtained for the total energy is -4032.16192 a.u. Its LUMO energy (spin up / spin down) is 2.4 / 2.4 eV. For the orbital gap (spin up / spin down), the calculation gives 3.49 / 9.44 eV.



Entry 3:
The following is a quantum chemistry calculation of an isolated molecule of C4H8O2, from the OMol25 dataset.

The geometry in ORCA input format:
```
! RIJCOSX wB97M-V def2-TZVPD def2/J DEFGRID3
* xyz 0 1
C -1.45128 0.58304 0.00127
C 1.10224 0.77564 -0.90767
O 1.64221 1.62838 -0.07638
C 1.23570 -0.65659 -0.41098
O 0.04027 -1.36393 -0.54515
C -0.94980 -0.83157 0.31572
H -1.89566 0.61608 -0.99633
H -0.74702 1.42006 0.04499
H -2.20776 0.81337 0.75350
H 1.98436 1.22520 0.75521
H 1.64084 -0.75835 0.62956
H 1.97010 -1.10882 -1.09070
H -0.58616 -0.90043 1.35661
H -1.80380 -1.50809 0.21803
*
```

The value obtained for the energy relative to the best compared isomer or geometry (same formula, charge and spin) is 95.9 kcal per mole. For the highest occupied orbital energy, the calculation gives -8.66 eV. The calculation puts the molar mass at 88.11 Da. The value obtained for the total energy is -307.55965 a.u. Its LUMO energy is 0.7 eV. For the orbital gap, the calculation gives 9.39 eV.